Below is 14 unconnected molecules or ions with the total composition C32H100N8O14 in a non-equilibrium geometry, with properties calculated with ωB97M-V with the def2-TZVPD basis set.

Calculated values
Kohn-Sham gap in eV: 8.996
HOMO energy in eV: -8.75
Relative energy (zero: lowest compared OMol25 entry of this formula, charge and spin) in kcal per mole: 53.04
Net charge: 0

Last column: Mulliken charge in e.
Atoms and positions in Å:
C (-33.2993, -17.6779, 4.8066)  -1.306
H (-30.5645, -8.5493, -0.7087)  -0.025
H (-32.0638, -13.3749, 9.6400)  0.312
H (-28.6120, -9.3389, 8.6602)  0.276
C (-27.3551, -14.2065, 1.0768)  0.487
H (-33.5344, -14.2597, 3.3670)  0.357
H (-37.3638, -11.6909, 0.5503)  0.339
H (-33.6568, -18.1428, 3.8879)  0.409
H (-34.8753, -13.9439, 9.6726)  0.212
H (-28.0565, -16.7324, 7.9945)  0.382
H (-27.5518, -13.1073, 8.7336)  0.392
H (-29.5381, -10.2535, 1.3503)  -0.241
C (-36.3480, -11.7913, 0.9328)  -1.791
H (-35.2043, -13.1098, -3.5645)  0.266
H (-31.9010, -10.1462, 7.8404)  0.731
H (-34.6256, -10.9453, 9.7034)  0.146
H (-36.8151, -11.5536, 8.8965)  0.272
N (-30.2831, -12.6499, 6.7102)  1.266
O (-31.3740, -9.4189, 7.5094)  -0.718
C (-29.5721, -14.5603, 0.4730)  -0.375
H (-32.6079, -13.1598, 5.2910)  0.592
O (-32.3597, -9.3086, 1.5913)  -0.246
H (-36.4703, -11.8051, 2.0158)  0.434
H (-25.8872, -14.7880, -0.2566)  0.276
C (-31.7813, -12.3221, 9.6307)  -0.903
C (-29.8781, -16.3193, 9.1121)  -1.069
O (-34.7230, -16.3505, 8.1427)  -0.216
C (-25.9803, -13.9720, 0.4601)  0.393
C (-31.6474, -13.3074, 4.7973)  -0.240
N (-35.5031, -16.5846, 5.0609)  -0.694
H (-32.3011, -9.3720, -2.4915)  0.219
C (-33.8445, -16.4914, 6.9849)  -0.119
C (-28.1172, -7.3595, 5.4371)  -1.513
H (-26.8333, -11.9234, 9.3452)  0.292
H (-33.6585, -15.4836, 6.6138)  -0.231
H (-31.0617, -9.6183, -3.6019)  0.275
H (-28.3878, -16.0974, 3.4026)  -0.380
H (-28.4203, -11.9900, 5.0708)  0.652
H (-23.9220, -13.6439, 1.2751)  0.404
C (-28.4518, -10.2910, 1.4314)  0.391
O (-28.5449, -16.0629, 5.4490)  -0.473
H (-35.0663, -8.7707, 0.2175)  0.305
H (-29.3425, -16.1905, 10.0526)  0.347
H (-25.2240, -13.4771, 2.4088)  0.363
C (-28.9504, -16.1174, 7.8906)  -0.250
H (-35.8747, -10.8331, 7.7565)  0.225
H (-32.5327, -11.0235, -0.6574)  -0.245
H (-35.7681, -17.4802, 9.5899)  0.280
H (-35.9727, -16.1449, 5.8395)  0.338
H (-30.0489, -16.1799, 3.9049)  0.052
C (-35.3961, -10.8327, -1.1882)  -0.795
H (-28.2423, -5.6465, 3.7168)  0.280
H (-34.9216, -13.6679, 3.4983)  0.295
C (-31.2330, -9.5870, -2.5259)  -0.743
H (-33.1799, -7.9266, 5.8273)  0.267
O (-28.6852, -9.8169, 7.8341)  -0.557
O (-31.0863, -10.9649, -2.0955)  -0.475
C (-24.8939, -14.0562, 1.5464)  -1.563
N (-35.9937, -11.6633, 8.3192)  -0.714
H (-33.6205, -13.1937, 7.9279)  -0.227
N (-35.6665, -9.3586, 0.7782)  -0.810
H (-29.7905, -6.4338, -1.8136)  0.393
H (-30.8896, -10.7914, -0.0891)  -0.487
H (-36.0336, -13.0860, 10.6155)  0.398
C (-29.1843, -12.6289, 4.6279)  -0.625
H (-31.4457, -14.3169, 5.1557)  -0.851
H (-30.3741, -15.7604, 6.3839)  -0.436
H (-32.6955, -18.4149, 5.3360)  0.435
H (-32.2055, -12.5819, 1.6966)  0.427
H (-36.0223, -12.7614, 0.5573)  0.409
H (-29.1820, -14.1131, 7.7024)  0.135
H (-36.0090, -18.1626, 7.9901)  0.310
H (-26.8565, -7.5366, 3.7469)  0.264
H (-34.2628, -12.8430, 10.9192)  0.276
H (-29.9407, -13.6647, 0.9731)  -0.064
H (-31.0603, -12.3006, 7.2525)  -0.703
H (-31.2132, -11.5238, 2.6626)  0.139
H (-29.1815, -12.3839, 3.5658)  -0.454
H (-30.4684, -9.7028, 7.6332)  0.251
C (-31.5005, -11.3410, -0.8052)  1.319
N (-28.4378, -14.7505, 7.9474)  -0.691
H (-35.3454, -9.3384, 1.7356)  0.330
C (-30.4491, -7.1590, -2.2916)  -1.744
N (-28.9381, -8.9119, -1.9107)  -0.571
H (-29.5031, -12.0591, 6.9604)  -0.103
H (-30.7016, -12.2500, 9.5000)  0.249
H (-36.3275, -11.9200, -3.4548)  0.324
H (-34.4983, -18.3077, 8.7600)  0.375
C (-27.9261, -7.5457, 3.9566)  0.551
H (-30.1711, -7.1217, -3.3450)  0.366
H (-24.7852, -15.0270, 2.0299)  0.399
H (-35.2486, -15.8153, 4.4580)  0.468
H (-27.5175, -7.9714, 6.1109)  0.325
H (-28.2524, -11.2594, 1.8902)  -0.146
H (-33.8560, -11.6756, 7.1409)  0.446
N (-28.7677, -6.4620, 3.4358)  -0.742
H (-31.8904, -11.9581, 10.6523)  0.308
H (-30.7969, -11.3508, 5.1490)  0.084
C (-29.0390, -16.4727, 4.1920)  0.022
C (-30.3014, -8.5801, -1.7660)  1.089
H (-27.8757, -14.6825, 7.1110)  0.345
H (-25.4709, -11.9001, 0.3679)  0.290
O (-27.8317, -9.1529, 2.1431)  -0.502
O (-33.3116, -8.8707, 5.7401)  -0.630
H (-31.4929, -6.8523, -2.3592)  0.381
H (-28.6920, -9.0653, -2.8782)  0.318
H (-29.8562, -17.3577, 6.3104)  0.580
C (-33.6535, -12.1204, 8.1153)  -0.155
H (-29.6899, -15.4425, 1.1022)  0.260
H (-36.3343, -10.3833, -1.5137)  0.589
H (-34.5957, -10.1985, -1.5692)  -0.022
C (-30.5268, -12.3965, 5.2960)  1.304
H (-28.8659, -9.8503, -1.5444)  0.126
C (-35.3108, -17.5973, 8.6074)  -0.899
C (-35.3498, -10.7331, 0.3471)  2.756
C (-35.3276, -12.1406, -3.0811)  -0.738
O (-31.7634, -13.4494, 3.3912)  -0.553
H (-34.3640, -10.9275, 0.7697)  -1.467
H (-32.5112, -9.2584, 6.0940)  0.388
O (-34.4622, -14.4946, 3.3514)  -0.842
C (-34.8073, -11.8686, 9.1533)  0.659
H (-26.5473, -12.3919, -0.6881)  0.240
C (-32.0182, -12.2565, 2.7199)  -0.858
O (-28.2564, -14.3952, 0.0021)  -0.445
O (-32.3711, -11.5990, 8.5783)  -0.622
H (-28.8795, -13.6519, 4.8484)  -0.261
H (-33.2984, -9.3216, 1.7783)  0.007
H (-27.3371, -15.1219, 1.6683)  -0.024
H (-29.1467, -7.4118, 5.7915)  0.338
H (-32.7052, -16.7942, 4.5740)  -0.047
H (-28.5443, -6.4117, 2.4521)  0.265
H (-28.0875, -9.7679, 3.9676)  0.019
H (-32.8967, -11.7184, 3.0759)  0.478
H (-31.3343, -12.4076, -0.6539)  -0.025
H (-34.4839, -11.5381, -3.4174)  0.251
H (-32.0243, -8.5692, 2.0984)  0.220
C (-29.4623, -16.3526, 6.4609)  0.423
H (-30.3005, -14.7253, -0.3209)  0.465
H (-27.6593, -13.3475, 1.6748)  -0.351
H (-27.7898, -6.3373, 5.6265)  0.425
C (-35.0426, -12.9895, 10.1719)  -1.262
H (-30.6338, -15.5355, 9.0608)  -0.051
O (-35.2243, -12.1358, -1.7121)  -0.333
O (-27.3224, -12.1929, 8.5678)  -0.630
H (-32.8379, -16.8040, 7.2628)  0.137
H (-30.3533, -17.3002, 9.0972)  0.374
H (-27.9306, -10.4784, 0.4926)  0.061
C (-34.4330, -17.3211, 5.8084)  0.521
H (-28.2573, -10.6562, 8.0037)  0.242
C (-28.4633, -8.9212, 3.3932)  -0.169
N (-25.6961, -12.6831, -0.2290)  -0.746
H (-29.5527, -8.9571, 3.3885)  0.168
H (-29.0943, -17.5551, 4.0760)  0.551
H (-34.7964, -18.2588, 6.2288)  0.364

---

Below is a molecular structure, C7H15NOS3 in a non-equilibrium geometry, with properties calculated with ωB97M-V with the def2-TZVPD basis set.

Calculated values
Kohn-Sham gap in eV: 8.500
HOMO energy in eV: -8.27
Relative energy (zero: lowest compared OMol25 entry of this formula, charge and spin) in kcal per mole: 113.50
Net charge: 0

Last column: Mulliken charge in e.
Atoms and positions in Å:
H (3.0435, 0.5376, 1.9863)  0.316
H (-2.2562, -2.7119, -2.0673)  0.349
H (-2.3106, -1.2395, 0.5477)  0.232
C (2.0160, 0.9609, 1.4311)  -0.633
H (0.5189, 2.2328, -0.6537)  0.131
H (-2.9913, 0.0820, -0.3000)  0.543
H (1.4868, -0.2588, -1.6350)  0.535
H (-4.2902, -2.1522, -0.0851)  0.323
C (0.9832, -1.1287, 0.9151)  0.061
H (-0.0072, 1.0441, 2.5255)  0.315
S (0.1066, -2.3016, -0.2008)  -0.003
H (0.5756, 2.7035, 1.6759)  0.260
C (-3.6698, -1.9219, -0.9585)  -0.321
S (-1.0659, -1.1814, -1.3930)  -0.375
H (-4.3096, -1.1743, -1.7631)  0.185
H (1.2149, 1.9167, 3.2058)  0.321
H (1.2222, 1.6808, -2.6536)  0.272
N (1.5163, 0.0368, 0.4938)  0.238
C (1.5982, 1.9470, -1.3734)  -0.681
H (2.4467, 1.6710, 0.7714)  0.332
C (0.8499, 1.6227, 2.1454)  -1.013
C (1.9196, 0.4631, -0.9915)  -0.730
H (2.5226, 2.7386, -1.0518)  0.283
C (-2.5411, -0.8486, -0.4910)  -0.544
S (1.3311, -2.0039, 2.2650)  -0.256
H (3.1314, 0.3168, -0.7400)  0.342
O (-3.0416, -3.0314, -1.6050)  -0.480